Below is C68H84BrN5O8Ti as an isolated structure, with properties calculated with wB97M-V/def2-TZVPD.

Summary:
charge: -1
strongest force on any atom: 3.7 eV Å⁻¹
electronic energy: -6941.04604 a.u.
orbital gap (spin up / spin down): 5.07 / 5.01 eV
multiplicity: 2
HOMO level (spin up / spin down): -3.853 / -3.860 eV
expectation value of S²: 0.75

Structure (XYZ):
```
167
Properties=species:S:1:pos:R:3:forces:R:3
Ti 0.631718 -0.229646 0.671427 2.1 -1.0 0.8
C 3.648239 -1.364273 -1.809516 -0.1 -0.1 0.0
N 3.583015 -0.479085 -0.658802 0.3 0.1 0.1
C 4.410578 -1.029361 0.397166 0.0 0.0 -0.1
C 4.029589 0.845036 -1.053305 0.0 0.3 0.1
C 3.560866 1.933569 -0.095214 0.2 -0.1 -0.2
N 2.124327 2.175580 -0.157084 0.3 0.2 0.1
C 1.776466 3.135454 0.885873 0.0 0.0 0.1
C 0.293202 3.424075 0.955873 -0.1 -0.4 -0.1
C -0.090019 4.704533 1.305456 -0.1 -0.1 0.0
C -1.420564 5.097546 1.339633 0.1 -0.1 -0.1
C -2.345624 4.182655 0.856697 0.2 0.2 0.1
C -2.012188 2.900706 0.443519 0.3 -0.5 -0.1
C -0.679483 2.443984 0.623611 -0.4 1.7 0.4
O -0.321566 1.185373 0.495529 -2.2 2.9 -0.5
C -3.044038 2.029921 -0.266864 -0.2 -0.1 -0.1
C -3.383842 0.791873 0.566602 0.2 0.1 -0.1
C -2.454569 1.612893 -1.622168 0.1 0.0 0.2
C -4.359121 2.768286 -0.549488 0.3 -0.1 0.1
C -1.783534 6.484800 1.849436 -0.1 0.1 0.0
C -3.288986 6.761621 1.801529 0.3 -0.1 0.0
C -1.076772 7.546820 0.996168 -0.1 -0.1 0.1
C -1.323276 6.592436 3.310000 -0.1 0.0 -0.2
C 1.742286 2.853195 -1.402895 -0.3 -0.1 -0.3
C 1.733644 2.146854 -2.729477 -0.1 0.0 0.2
C 2.164230 2.915827 -3.798987 0.1 0.0 -0.2
C 1.982547 2.520137 -5.111069 0.1 0.1 0.1
C 1.369047 1.283184 -5.288831 0.1 0.1 0.0
C 0.917593 0.477902 -4.263382 -0.1 -0.2 -0.1
C 1.060780 0.900633 -2.890248 -0.1 0.2 0.0
O 0.595819 0.246848 -1.878727 0.1 0.1 -0.4
C 0.184702 -0.814756 -4.613237 -0.1 -0.2 0.0
C 0.887803 -1.994170 -3.940538 -0.1 0.1 0.0
C 0.113555 -1.120077 -6.115806 0.0 0.1 0.3
C -1.251596 -0.706397 -4.092891 0.2 0.0 0.0
C 2.312340 3.387677 -6.318416 0.0 0.0 -0.1
C 2.943840 4.730494 -5.936559 -0.1 -0.3 0.0
C 1.004800 3.682895 -7.072441 0.2 0.0 0.0
C 3.290327 2.650169 -7.243959 -0.2 0.1 0.1
H 4.692404 -1.509180 -2.143562 0.0 0.0 0.0
H 3.079110 -0.929856 -2.627112 -0.1 0.0 0.0
H 3.217098 -2.330049 -1.554507 0.0 0.0 0.0
H 4.060248 -2.033310 0.628838 0.0 -0.1 0.1
H 5.472548 -1.097113 0.089415 0.0 0.0 0.0
H 4.352190 -0.423639 1.300377 0.0 0.1 0.0
H 3.614778 1.072484 -2.038697 0.2 -0.1 0.1
H 5.138360 0.888378 -1.130221 -0.2 0.0 0.0
H 4.113121 2.865087 -0.343432 0.0 -0.1 0.1
H 3.816900 1.651382 0.934251 0.0 0.1 0.0
H 2.290913 4.100369 0.680076 -0.1 -0.2 0.1
H 2.156547 2.777002 1.845840 0.1 0.1 -0.3
H 0.699047 5.400661 1.557748 0.1 0.1 0.0
H -3.375251 4.481114 0.788944 -0.2 0.1 -0.1
H -2.516859 0.143835 0.634562 -0.1 0.0 0.0
H -4.203640 0.238573 0.109657 -0.1 -0.1 -0.1
H -3.680736 1.080948 1.572903 0.0 0.0 0.1
H -1.479363 1.143441 -1.504052 0.0 -0.1 -0.1
H -2.326403 2.483653 -2.263683 0.0 0.1 -0.1
H -3.124024 0.917001 -2.124060 -0.1 -0.1 -0.1
H -4.881582 3.014345 0.372189 -0.1 0.1 0.1
H -5.006382 2.118313 -1.136527 0.0 -0.1 0.0
H -4.185457 3.676549 -1.122640 0.0 0.1 0.0
H -3.659993 6.748960 0.779117 -0.1 0.0 -0.1
H -3.491715 7.745787 2.220548 0.0 0.1 0.0
H -3.836472 6.026295 2.385336 -0.1 -0.1 0.1
H -1.371074 7.448457 -0.045938 0.0 0.0 -0.1
H 0.002218 7.442973 1.050694 0.2 0.0 0.0
H -1.341627 8.544828 1.338566 0.0 0.2 0.1
H -1.817174 5.830474 3.907322 -0.1 -0.1 0.1
H -1.567506 7.570197 3.720382 0.0 0.2 0.1
H -0.251213 6.441342 3.393585 0.2 0.0 0.0
H 2.379523 3.756888 -1.504580 -0.1 -0.1 0.1
H 0.714607 3.206100 -1.254451 0.2 0.0 0.0
H 2.623256 3.871097 -3.572934 0.0 0.1 0.0
H 1.222997 0.950648 -6.303218 -0.1 -0.1 -0.1
H 1.869133 -2.160749 -4.383387 0.1 0.0 0.0
H 0.303247 -2.907126 -4.043998 -0.1 -0.2 0.0
H 1.010670 -1.778018 -2.887938 0.1 0.0 0.0
H 1.108136 -1.209180 -6.550174 0.1 0.0 -0.1
H -0.447082 -0.356266 -6.651327 0.0 0.1 -0.1
H -0.401157 -2.071870 -6.250672 0.0 -0.1 0.0
H -1.218974 -0.520626 -3.026984 -0.1 0.1 0.1
H -1.798756 -1.629849 -4.282208 -0.1 -0.1 0.0
H -1.768528 0.119277 -4.581210 -0.1 0.1 -0.1
H 2.266277 5.318837 -5.322625 -0.1 0.1 0.1
H 3.164021 5.300758 -6.838339 0.0 0.1 -0.1
H 3.873594 4.585107 -5.392889 0.1 0.0 0.1
H 0.291050 4.157015 -6.400568 -0.1 0.0 0.0
H 0.557308 2.765452 -7.444923 -0.1 -0.1 -0.1
H 1.189035 4.347469 -7.917209 0.0 0.1 -0.1
H 4.230774 2.473451 -6.725186 0.1 0.0 0.0
H 3.489922 3.238205 -8.139810 0.0 0.1 -0.1
H 2.885110 1.689206 -7.548215 0.0 -0.1 -0.1
O 4.340957 1.179887 6.687176 0.1 -0.2 0.0
C 3.316212 2.029040 6.211145 -0.2 0.4 0.1
C 2.698211 1.464880 4.961954 -1.0 0.8 -0.3
C 1.585487 2.086674 4.352872 1.2 -0.6 0.7
C 1.070289 1.546889 3.199699 -0.4 0.1 -0.1
N 1.496349 0.425839 2.591032 1.4 -0.8 1.9
C 2.462069 -0.280637 3.293674 -0.9 3.1 0.4
C 3.117854 0.289884 4.409356 -0.1 -0.9 -0.8
C 2.616224 -1.661030 2.995739 0.0 -2.9 -0.9
C 3.515667 -2.515877 3.678343 -0.5 1.1 -0.3
C 3.468171 -3.873254 3.481628 -0.5 -0.7 -0.6
C 4.363745 -4.785100 4.278303 0.3 0.0 -0.1
O 3.955273 -4.888948 5.631852 -0.1 0.1 0.2
C 2.519059 -4.369293 2.576391 0.5 0.5 0.6
C 1.713280 -3.464593 1.907996 -0.3 -0.4 -0.3
N 1.741852 -2.156783 2.076462 1.3 1.0 1.5
H 4.659796 1.524649 7.525904 0.0 0.0 -0.1
H 3.721042 3.034457 6.001169 -0.2 -0.2 0.0
H 2.524568 2.139801 6.972107 0.1 0.0 -0.2
H 1.146885 2.975947 4.776515 -0.1 0.1 0.0
H 0.221201 2.046500 2.762869 0.2 -0.2 -0.1
H 3.927579 -0.235858 4.882408 0.0 -0.1 0.1
H 4.242056 -2.104961 4.364637 0.0 0.0 0.1
H 5.402262 -4.417816 4.235587 -0.2 -0.1 -0.1
H 4.334839 -5.801940 3.880412 0.0 0.1 0.0
H 3.771859 -3.996672 5.950188 0.0 -0.1 0.0
H 2.424795 -5.428350 2.399764 -0.1 -0.1 -0.1
H 0.994773 -3.829819 1.191552 0.0 0.0 0.0
C -2.227291 -8.139084 0.621077 0.0 0.0 0.0
C -3.005113 -6.869386 0.800526 0.0 0.0 0.0
C -4.354084 -6.826175 0.477644 0.0 0.0 0.0
C -5.076628 -5.652130 0.613395 0.1 0.0 0.1
C -4.448450 -4.514063 1.073226 0.0 -0.1 0.0
C -3.106478 -4.553020 1.445355 -0.2 -0.3 0.0
N -2.513549 -3.412768 1.995419 0.4 0.0 -0.2
C -3.116590 -2.665948 2.966477 0.0 0.3 0.3
C -4.154900 -3.210313 3.740954 -0.1 -0.1 0.0
C -4.794445 -2.466061 4.705515 0.1 0.1 -0.1
C -4.399185 -1.156282 4.951931 -0.1 0.0 0.1
C -3.336812 -0.633503 4.244912 0.0 -0.1 0.0
C -2.674046 -1.364593 3.258844 0.0 0.0 0.0
C -1.536495 -0.661983 2.573014 0.0 0.3 0.1
O -1.285618 0.485790 2.928861 -0.2 0.0 0.4
O -0.886500 -1.258192 1.626805 -0.4 -0.3 0.4
C -2.373003 -5.734049 1.311383 -0.1 0.2 0.2
C -0.942008 -5.768205 1.754765 -0.1 0.0 0.0
H -2.835265 -8.899142 0.136455 0.0 -0.1 0.0
H -1.889457 -8.529462 1.581879 0.1 -0.1 0.0
H -1.344309 -7.959699 0.009410 0.1 -0.1 0.0
H -4.845711 -7.719228 0.119052 0.0 -0.1 -0.1
H -6.119478 -5.621303 0.337229 -0.1 0.0 0.0
H -4.989050 -3.581544 1.157140 0.0 0.0 0.0
H -1.679184 -3.000901 1.585147 -0.2 0.0 -0.1
H -4.453444 -4.233829 3.570051 0.0 0.0 0.0
H -5.602837 -2.909016 5.271136 0.0 0.0 0.0
H -4.914007 -0.563521 5.691823 0.0 0.1 0.1
H -2.979804 0.367934 4.435682 0.0 0.0 0.0
H -0.725395 -4.908542 2.386224 0.0 -0.1 0.0
H -0.267830 -5.743481 0.897975 0.1 0.0 -0.1
H -0.732379 -6.672638 2.323259 0.1 -0.1 0.0
Br -5.230082 -3.961212 -2.341753 0.0 0.1 -0.1
C -3.429738 -3.625401 -1.829995 0.0 0.0 -0.1
C -3.068541 -2.350326 -1.431817 -0.1 0.0 0.0
C -1.747835 -2.093530 -1.105110 0.2 -0.1 0.0
C -0.803506 -3.111285 -1.177123 0.2 0.2 0.1
C -1.191537 -4.385821 -1.573706 0.1 0.1 0.0
C -2.508169 -4.654676 -1.896578 -0.1 0.0 -0.1
C 0.656329 -2.838052 -0.863864 -0.5 -1.0 -0.6
O 1.488710 -3.697675 -1.144540 0.0 0.1 0.2
O 0.910401 -1.725719 -0.298340 0.4 -2.3 -1.5
H -3.803746 -1.561977 -1.391316 -0.1 0.1 0.0
H -1.421296 -1.096922 -0.823097 -0.2 -0.2 -0.1
H -0.441416 -5.159537 -1.643409 0.1 0.0 0.0
H -2.811891 -5.647387 -2.190337 -0.1 -0.1 -0.1
```
Positions in Å, forces in eV/Å.